{
  "formula": "C16H55N11O12",
  "method": "ωB97M-V/def2-TZVPD",
  "lumo_energy_ev": 0.37,
  "orbital_gap_ev": 9.65,
  "homo_ev": -9.27,
  "charge": 0,
  "e_tot_ha": -2147.836412,
  "species": ["C", "O", "C", "C", "N", "C", "C", "O", "C", "H", "H", "H", "H", "H", "H", "H", "H", "H", "H", "H", "H", "H", "H", "H", "N", "C", "N", "O", "H", "H", "H", "H", "N", "C", "N", "O", "H", "H", "H", "H", "N", "C", "N", "O", "H", "H", "H", "H", "N", "C", "N", "O", "H", "H", "H", "H", "N", "C", "N", "O", "H", "H", "H", "H", "C", "O", "H", "H", "H", "H", "C", "O", "H", "H", "H", "H", "C", "O", "H", "H", "H", "H", "C", "O", "H", "H", "H", "H", "C", "O", "H", "H", "H", "H"],
  "xyz": [[1.526, 2.278, -2.107], [2.306, 2.140, -0.924], [3.068, 0.964, -0.877], [3.979, 0.876, 0.309], [3.424, 0.427, 1.589], [2.364, 1.300, 2.128], [1.927, 0.777, 3.511], [0.786, -0.176, 3.327], [0.404, -0.933, 4.482], [2.087, 2.499, -3.015], [0.881, 3.141, -1.947], [0.919, 1.409, -2.361], [3.706, 0.762, -1.737], [2.362, 0.136, -0.952], [4.381, 1.884, 0.413], [4.859, 0.255, 0.141], [4.116, 0.288, 2.312], [1.438, 1.443, 1.571], [2.752, 2.304, 2.298], [1.740, 1.682, 4.089], [2.745, 0.275, 4.028], [0.259, -0.322, 5.373], [1.065, -1.776, 4.679], [-0.511, -1.460, 4.209], [-3.100, 2.783, -1.927], [-2.841, 3.904, -2.466], [-1.563, 4.064, -2.576], [-3.678, 4.700, -2.902], [-4.078, 2.579, -1.777], [-2.360, 2.366, -1.381], [-0.898, 3.434, -2.151], [-1.319, 4.976, -2.934], [-0.207, -3.570, -1.693], [0.961, -3.123, -1.569], [1.688, -3.966, -0.941], [1.432, -2.069, -1.977], [-0.515, -4.479, -1.376], [-0.754, -3.028, -2.346], [2.624, -3.645, -0.737], [1.295, -4.832, -0.599], [-2.027, 0.135, -3.525], [-2.421, -1.082, -3.899], [-2.810, -1.234, -5.138], [-2.398, -2.002, -3.115], [-2.047, 0.822, -4.265], [-1.809, 0.303, -2.553], [-2.730, -0.406, -5.712], [-3.100, -2.164, -5.402], [-2.192, -4.134, 2.719], [-0.980, -3.998, 2.234], [-0.692, -2.743, 2.111], [-0.174, -4.893, 2.115], [-2.846, -3.370, 2.808], [-2.557, -5.057, 2.905], [-1.332, -2.034, 2.440], [0.262, -2.540, 1.850], [-1.060, 0.805, 1.414], [-0.702, 0.543, 0.150], [-0.012, -0.555, -0.046], [-1.071, 1.253, -0.775], [-1.537, 1.692, 1.490], [-0.505, 0.304, 2.094], [0.151, -1.176, 0.734], [0.382, -0.816, -0.938], [3.101, -2.999, 1.989], [2.165, -2.044, 1.540], [2.590, -3.958, 2.076], [3.936, -3.140, 1.303], [3.450, -2.663, 2.966], [2.501, -1.158, 1.694], [-1.024, 2.724, 4.037], [-1.849, 3.845, 3.991], [-1.506, 1.829, 3.642], [-0.075, 2.875, 3.523], [-0.769, 2.531, 5.079], [-1.859, 4.084, 3.061], [-3.547, -2.060, -0.315], [-4.117, -2.744, -1.440], [-4.106, -2.415, 0.551], [-2.475, -2.223, -0.207], [-3.661, -0.980, -0.410], [-3.501, -2.469, -2.124], [-0.835, 4.697, 0.997], [-2.155, 4.514, 1.490], [-0.641, 4.050, 0.141], [-0.742, 5.736, 0.679], [-0.036, 4.612, 1.734], [-2.843, 5.004, 1.033], [2.306, -0.956, -4.997], [1.941, -0.225, -3.897], [2.806, -1.862, -4.654], [1.351, -1.231, -5.446], [3.086, -0.517, -5.618], [1.437, -0.780, -3.298]],
  "lowdin_charge": [-0.099, -0.163, -0.233, -0.171, -0.066, -0.175, -0.140, -0.257, -0.082, 0.093, 0.061, 0.065, 0.128, 0.098, 0.119, 0.123, 0.117, 0.106, 0.120, 0.104, 0.119, 0.093, 0.091, 0.067, 0.178, -0.822, 0.175, 0.001, 0.132, 0.051, 0.057, 0.126, 0.226, -0.792, 0.200, 0.005, 0.140, 0.098, 0.119, 0.124, 0.211, -0.700, 0.192, 0.004, 0.113, 0.078, 0.117, 0.133, 0.169, -0.778, 0.169, 0.034, 0.105, 0.119, 0.102, 0.068, 0.196, -0.688, 0.241, -0.028, 0.102, 0.056, 0.061, 0.076, -0.139, -0.181, 0.076, 0.073, 0.080, 0.013, -0.193, -0.099, 0.065, 0.060, 0.084, -0.005, -0.168, -0.138, 0.068, 0.045, 0.070, -0.032, -0.113, -0.122, 0.060, 0.089, 0.086, 0.111, -0.183, -0.150, 0.072, 0.080, 0.082, 0.022]
}

{
  "formula": "C16H56B6Ca2O4",
  "method": "ωB97M-V/def2-TZVPD",
  "lumo_energy_ev": [4.47, 6.09],
  "spin_multiplicity": 2,
  "orbital_gap_ev": [0.34, 7.42],
  "homo_ev": [4.13, -1.33],
  "charge": -3,
  "s2": 0.751,
  "e_tot_ha": -2447.916991,
  "species": ["Ca", "Ca", "B", "H", "H", "H", "H", "B", "H", "H", "H", "H", "B", "H", "H", "H", "H", "B", "H", "H", "H", "H", "B", "H", "H", "H", "H", "B", "H", "H", "H", "H", "C", "C", "C", "O", "C", "H", "H", "H", "H", "H", "H", "H", "H", "C", "C", "C", "O", "C", "H", "H", "H", "H", "H", "H", "H", "H", "C", "C", "C", "O", "C", "H", "H", "H", "H", "H", "H", "H", "H", "C", "C", "C", "O", "C", "H", "H", "H", "H", "H", "H", "H", "H"],
  "xyz": [[11.773, -1.381, -3.344], [11.549, -0.162, 0.547], [13.959, -0.836, 1.088], [13.098, -1.485, 1.053], [14.144, -0.376, 0.130], [13.699, -0.086, 1.819], [14.819, -1.276, 1.568], [11.382, -3.040, -5.254], [10.623, -2.274, -5.232], [11.262, -3.670, -6.122], [12.371, -2.609, -5.245], [11.173, -3.648, -4.388], [12.426, 1.284, -1.480], [13.122, 1.242, -0.656], [12.742, 0.517, -2.169], [11.429, 0.978, -1.202], [12.452, 2.229, -2.001], [10.753, -0.837, 2.890], [10.459, -1.337, 1.980], [11.768, -0.490, 2.771], [10.072, -0.027, 3.099], [10.764, -1.505, 3.737], [11.101, -1.897, -1.104], [10.694, -1.032, -1.604], [12.097, -1.638, -0.780], [10.473, -2.036, -0.238], [11.152, -2.765, -1.743], [14.084, -2.554, -3.061], [13.068, -2.881, -2.904], [14.823, -3.334, -3.158], [14.198, -2.031, -3.998], [14.298, -1.843, -2.278], [9.618, -5.183, -0.416], [8.558, -4.890, -1.420], [8.270, -6.200, -2.245], [9.411, -6.994, -1.858], [10.456, -6.220, -1.190], [9.221, -5.603, 0.508], [10.319, -4.376, -0.201], [8.991, -4.087, -2.017], [7.734, -4.465, -0.847], [8.386, -6.161, -3.328], [7.342, -6.690, -1.952], [11.163, -5.887, -1.950], [10.972, -6.831, -0.449], [7.139, 1.579, -0.240], [6.780, 0.119, 0.177], [8.088, -0.500, 0.640], [9.123, 0.440, 0.254], [8.586, 1.381, -0.594], [7.117, 2.273, 0.600], [6.639, 1.969, -1.127], [6.258, -0.490, -0.561], [6.128, 0.031, 1.047], [8.221, -1.408, 0.052], [8.163, -0.806, 1.683], [8.653, 1.014, -1.619], [9.103, 2.337, -0.516], [14.005, -5.968, -0.360], [15.372, -6.128, 0.366], [15.597, -4.752, 0.904], [15.013, -3.842, -0.038], [13.747, -4.467, -0.345], [13.261, -6.321, 0.355], [13.921, -6.430, -1.344], [16.021, -6.442, -0.451], [15.306, -6.926, 1.106], [16.621, -4.576, 1.231], [14.984, -4.587, 1.790], [13.289, -4.266, -1.314], [13.130, -4.164, 0.501], [7.083, -0.708, -3.527], [7.375, 0.096, -4.745], [8.860, 0.290, -4.632], [9.332, -0.900, -3.972], [8.270, -1.684, -3.450], [6.147, -1.237, -3.705], [7.192, -0.157, -2.593], [6.764, 0.994, -4.838], [7.217, -0.548, -5.610], [9.172, 1.114, -3.991], [9.276, 0.420, -5.632], [8.400, -2.129, -2.464], [8.018, -2.435, -4.198]],
  "mulliken_spin": [-0.539, -0.196, 0.021, 0.001, 0.002, 0.000, -0.001, -0.195, 0.005, 0.004, 0.010, 0.010, 0.046, 0.003, -0.001, 0.011, -0.002, -0.054, -0.002, -0.001, -0.004, 0.000, 0.249, 0.011, -0.005, 0.003, 0.005, 0.079, 0.000, -0.001, -0.003, -0.001, 0.024, -0.135, 0.045, -0.033, 0.006, 0.004, -0.028, 0.180, -0.039, 0.011, -0.010, -0.007, 0.002, 0.917, 0.600, -0.230, -0.782, 0.879, -0.632, -0.002, 0.254, -0.276, -0.012, -0.027, -0.084, 0.131, 0.003, -0.001, -0.002, 0.001, -0.007, -0.001, -0.001, 0.001, 0.000, -0.003, 0.000, 0.003, 0.000, 1.146, 1.498, 2.013, -2.762, -0.604, -0.949, 0.678, -0.193, -0.478, 0.068, 0.248, -0.095, 0.230]
}

{
  "formula": "C16H56F6N17O18S2",
  "method": "ωB97M-V/def2-TZVPD",
  "lumo_energy_ev": 1.04,
  "orbital_gap_ev": 7.17,
  "homo_ev": -6.13,
  "charge": -1,
  "e_tot_ha": -4324.059746,
  "species": ["C", "F", "F", "F", "S", "O", "O", "N", "S", "O", "O", "C", "F", "F", "F", "C", "O", "H", "H", "H", "H", "C", "O", "H", "H", "H", "H", "C", "O", "H", "H", "H", "H", "C", "O", "H", "H", "H", "H", "C", "O", "H", "H", "H", "H", "C", "O", "H", "H", "H", "H", "C", "O", "N", "N", "H", "H", "H", "H", "C", "O", "N", "N", "H", "H", "H", "H", "C", "O", "N", "N", "H", "H", "H", "H", "C", "O", "N", "N", "H", "H", "H", "H", "C", "O", "N", "N", "H", "H", "H", "H", "C", "O", "N", "N", "H", "H", "H", "H", "C", "O", "N", "N", "H", "H", "H", "H", "C", "O", "N", "N", "H", "H", "H", "H"],
  "xyz": [[12.179, 18.375, 13.349], [13.335, 19.068, 13.078], [11.178, 19.294, 13.588], [11.806, 17.777, 12.204], [12.411, 16.954, 14.591], [12.666, 17.589, 15.897], [11.134, 16.175, 14.515], [13.849, 16.146, 13.995], [13.410, 14.736, 13.707], [12.976, 14.097, 14.918], [12.545, 14.443, 12.539], [15.141, 14.057, 13.200], [15.667, 14.657, 12.119], [15.956, 14.250, 14.208], [15.094, 12.694, 13.075], [13.409, 20.954, 15.814], [14.012, 20.087, 16.719], [12.505, 21.398, 16.231], [14.093, 21.748, 15.515], [13.208, 20.382, 14.909], [13.622, 19.220, 16.587], [8.818, 14.415, 12.166], [9.348, 13.892, 13.373], [9.581, 14.826, 11.505], [8.267, 13.667, 11.595], [8.101, 15.199, 12.409], [10.162, 13.439, 13.141], [8.917, 15.021, 16.725], [9.121, 13.609, 16.661], [8.231, 15.409, 15.973], [8.427, 15.194, 17.683], [9.822, 15.629, 16.757], [9.098, 13.387, 15.727], [18.107, 10.723, 13.283], [19.291, 10.588, 12.531], [17.416, 11.225, 12.605], [17.711, 9.754, 13.584], [18.143, 11.316, 14.196], [19.176, 10.832, 11.610], [15.420, 12.688, 17.279], [15.383, 13.811, 18.202], [15.618, 11.722, 17.744], [14.453, 12.580, 16.787], [16.128, 12.988, 16.508], [16.087, 13.581, 18.813], [13.228, 22.848, 12.843], [12.343, 21.733, 12.610], [13.083, 23.672, 12.144], [12.923, 23.358, 13.757], [14.229, 22.445, 12.999], [12.327, 21.444, 11.694], [16.143, 16.812, 16.530], [17.000, 17.078, 17.392], [15.946, 17.415, 15.403], [15.117, 16.018, 16.727], [15.196, 17.102, 14.804], [16.261, 18.373, 15.469], [15.251, 15.342, 17.466], [14.650, 15.760, 15.869], [13.609, 9.707, 15.499], [13.375, 9.515, 16.691], [13.431, 10.849, 14.868], [13.857, 8.787, 14.625], [13.069, 10.731, 13.933], [13.055, 11.638, 15.376], [13.860, 8.914, 13.623], [14.174, 7.891, 14.967], [12.722, 14.759, 9.072], [13.613, 14.035, 9.576], [12.794, 15.452, 8.023], [11.608, 14.986, 9.703], [13.422, 15.114, 7.308], [11.993, 15.982, 7.709], [10.849, 15.522, 9.308], [11.509, 14.859, 10.700], [17.341, 12.514, 9.952], [18.048, 13.077, 10.745], [16.172, 12.927, 9.615], [17.751, 11.536, 9.176], [15.822, 12.613, 8.722], [15.846, 13.822, 9.952], [17.130, 11.026, 8.564], [18.658, 11.150, 9.396], [14.931, 17.835, 19.954], [16.093, 17.729, 19.740], [14.274, 18.141, 21.025], [14.033, 17.696, 19.075], [13.281, 18.100, 20.845], [14.731, 18.098, 21.925], [14.341, 17.435, 18.149], [13.050, 17.855, 19.244], [15.666, 17.787, 10.698], [16.396, 18.560, 10.120], [14.813, 16.946, 10.146], [15.560, 17.798, 11.993], [14.894, 16.730, 9.163], [14.366, 16.229, 10.699], [14.859, 17.272, 12.496], [16.238, 18.347, 12.501], [19.173, 16.502, 12.014], [19.814, 17.529, 12.181], [19.309, 15.732, 10.975], [18.341, 15.987, 12.847], [18.623, 15.012, 10.800], [19.915, 15.978, 10.206], [18.225, 16.406, 13.759], [18.018, 15.034, 12.761], [8.630, 19.387, 10.579], [8.475, 20.284, 11.354], [9.767, 18.797, 10.350], [7.582, 18.772, 10.091], [10.687, 19.147, 10.577], [9.796, 17.943, 9.812], [6.638, 19.061, 10.308], [7.758, 17.873, 9.664]],
  "lowdin_charge": [-0.555, 0.088, 0.118, 0.086, 0.792, -0.291, -0.299, -0.335, 0.542, -0.278, -0.324, -0.601, 0.121, 0.140, 0.099, -0.173, -0.116, 0.086, 0.074, 0.048, 0.013, -0.145, -0.110, 0.050, 0.073, 0.083, 0.067, -0.164, -0.116, 0.075, 0.068, 0.062, 0.041, -0.160, -0.119, 0.055, 0.070, 0.079, 0.038, -0.099, -0.132, 0.084, 0.053, 0.073, 0.089, -0.138, -0.142, 0.072, 0.071, 0.081, 0.069, -0.748, 0.020, 0.166, 0.160, 0.025, 0.127, 0.069, 0.043, -0.764, 0.026, 0.161, 0.150, 0.107, 0.089, 0.111, 0.117, -0.774, -0.001, 0.180, 0.181, 0.133, 0.122, 0.099, 0.065, -0.784, 0.042, 0.184, 0.167, 0.110, 0.084, 0.111, 0.112, -0.838, 0.081, 0.148, 0.171, 0.099, 0.115, 0.082, 0.116, -0.781, 0.034, 0.177, 0.172, 0.097, 0.071, 0.042, 0.124, -0.800, 0.012, 0.167, 0.178, 0.059, 0.116, 0.113, 0.089, -0.801, 0.058, 0.175, 0.154, 0.108, 0.091, 0.120, 0.095]
}